1.
Formula: C31H71N9O10
Source: the OMol25 dataset
Level of theory: ωB97M-V/def2-TZVPD

Output
Max |F|   1.99 eV Å⁻¹
Total energy   -2468.9679 hartree
Structure (SMILES)   CN(C)C=O.CN(C)C=O.CN(C)C=O.CN(C)C=O.CN(C)C=O.CN(C)C=O.CN(C)C=O.CN(C)C=O.CN(C)C=O.C1CCOC1
M   729.962 g/mol
Kohn-Sham gap   8.8981 eV
Lowest unoccupied orbital energy   0.2 eV

Cartesian coordinates (Å):
C  -3.82342  1.02640  2.53415
N  -4.43228  1.39074  3.79767
C  -4.53340  0.39199  4.82107
C  -4.96321  2.61415  3.98463
O  -5.56502  2.99797  4.96780
H  -4.43804  0.33463  1.96297
H  -2.85156  0.57274  2.75528
H  -3.51482  1.89362  1.95070
H  -5.19833  -0.44741  4.58921
H  -3.57260  -0.00639  5.14954
H  -5.02235  0.80759  5.70319
H  -4.83104  3.26057  3.10117
C  1.05387  0.85459  -1.27946
N  -0.31164  0.62920  -0.81402
C  -1.22085  1.76611  -0.98959
C  -0.63178  -0.44724  -0.07191
O  -1.72429  -0.69212  0.40471
H  1.06050  0.78009  -2.36811
H  1.72297  0.07095  -0.92624
H  1.39360  1.80433  -0.87093
H  -0.62191  2.66590  -0.83617
H  -1.53752  1.76715  -2.03286
H  -2.02458  1.72380  -0.26485
H  0.24317  -1.10651  0.02964
C  -5.22080  -3.15894  2.09096
N  -4.99159  -3.56715  0.70606
C  -3.61626  -3.75012  0.33015
C  -5.99052  -3.54872  -0.19783
O  -5.88387  -3.75430  -1.38858
H  -4.49960  -3.68948  2.70744
H  -6.24341  -3.34189  2.41062
H  -5.02619  -2.08529  2.18062
H  -3.53098  -4.23085  -0.64735
H  -3.00039  -2.85023  0.25398
H  -3.04565  -4.48175  0.91109
H  -6.94070  -3.27743  0.29883
C  1.81448  -1.90607  -4.10529
N  1.55669  -2.77691  -2.97631
C  2.68928  -3.22944  -2.18512
C  0.29585  -3.14937  -2.67027
O  -0.04752  -3.87265  -1.75154
H  2.01983  -0.88968  -3.75232
H  1.03776  -1.95885  -4.85922
H  2.76727  -2.18164  -4.57096
H  2.41717  -3.94381  -1.41255
H  3.36297  -3.73891  -2.87602
H  3.12942  -2.38098  -1.65524
H  -0.44222  -2.69313  -3.35568
C  1.05523  -3.82896  1.81011
N  0.21754  -4.99382  2.02152
C  0.02420  -5.39415  3.39652
C  -0.30945  -5.68282  0.98074
O  -1.11527  -6.57736  1.14393
H  0.43771  -2.94190  1.99234
H  1.38382  -3.72554  0.77543
H  1.92060  -3.79894  2.46716
H  -0.76534  -4.78407  3.85456
H  -0.36785  -6.40845  3.43282
H  0.93595  -5.25829  3.97352
H  0.00929  -5.26861  0.01852
C  2.51194  4.26588  -2.75587
N  2.92564  4.12548  -1.38978
C  2.30393  5.04373  -0.47183
C  3.67732  3.09580  -0.94513
O  3.91062  2.89755  0.23169
H  3.04785  3.59016  -3.42518
H  2.54377  5.25315  -3.21985
H  1.46968  3.94086  -2.88595
H  2.34036  6.05185  -0.88847
H  1.23636  4.81825  -0.34508
H  2.76683  4.98330  0.50940
H  4.09806  2.52812  -1.78982
C  4.49737  0.26786  4.26730
N  4.00438  -0.46745  3.11063
C  3.91381  -1.91187  3.13432
C  3.33602  0.22019  2.14950
O  2.76155  -0.32580  1.21556
H  3.88976  0.06700  5.15191
H  4.61101  1.33462  4.10110
H  5.52417  -0.06583  4.45936
H  3.52820  -2.23377  2.17367
H  4.87639  -2.38300  3.32225
H  3.16728  -2.12976  3.90505
H  3.33836  1.30407  2.33135
C  5.08793  1.62970  -6.93525
N  3.81690  1.79313  -6.24113
C  2.83188  2.59885  -6.94005
C  3.63017  1.24729  -5.03111
O  2.57501  1.30696  -4.41530
H  5.04937  0.92058  -7.76585
H  5.86536  1.27998  -6.25890
H  5.36826  2.59937  -7.34836
H  1.92343  2.67603  -6.34351
H  3.16023  3.62767  -7.08049
H  2.58392  2.04686  -7.84642
H  4.51342  0.70768  -4.66130
C  -4.52069  0.22525  -0.74910
N  -4.29830  0.15075  -2.17299
C  -4.68479  1.37112  -2.89067
C  -3.43665  -0.72528  -2.72156
O  -3.03763  -0.67658  -3.86863
H  -5.53130  0.57850  -0.53708
H  -3.83510  0.86093  -0.18730
H  -4.40183  -0.77726  -0.32980
H  -5.66529  1.64351  -2.50370
H  -3.98208  2.18621  -2.71121
H  -4.77315  1.14996  -3.95066
H  -3.11740  -1.52191  -2.03461
C  0.21076  2.19385  3.16931
C  1.21877  3.05949  2.39667
C  2.28992  3.35667  3.48329
O  1.84223  2.75856  4.68395
C  0.43192  2.71709  4.59072
H  0.55142  1.15584  3.19402
H  -0.81549  2.20778  2.80751
H  0.74514  4.01200  2.14957
H  1.65264  2.64545  1.48812
H  2.44010  4.44290  3.55486
H  3.29922  2.98944  3.28091
H  -0.00716  3.70760  4.76674
H  0.04526  2.05130  5.36293

Force components x, y, z for each atom (eV/Å):
C 1.0 -0.1 0.6
N 0.1 0.0 -0.3
C -0.6 -0.5 1.1
C -0.5 0.4 0.0
O 0.2 -0.1 0.0
H 0.0 0.0 -0.1
H -0.2 -0.5 -0.1
H -0.6 0.2 0.0
H 0.2 0.0 -0.6
H 0.2 0.1 -0.3
H 0.2 0.4 -0.1
H 0.1 0.0 0.0
C -0.5 -0.8 -0.1
N 0.0 0.5 0.5
C 1.0 -0.6 -0.3
C 0.5 0.1 -0.4
O -0.3 0.1 0.2
H 0.2 0.6 -0.1
H -0.1 0.0 0.3
H 0.2 0.1 -0.3
H -0.2 0.1 0.1
H -0.5 0.1 0.1
H -0.2 -0.1 -0.2
H -0.1 -0.2 0.2
C 0.3 0.4 -0.7
N 0.3 0.0 0.8
C 1.2 -0.9 -1.3
C 0.0 0.2 0.0
O -0.1 0.0 0.1
H -0.2 -0.1 0.2
H 0.0 -0.2 0.0
H 0.1 0.0 0.2
H -0.5 0.3 -0.2
H -0.3 0.3 0.3
H -0.5 0.2 0.7
H -0.2 -0.2 -0.2
C 1.1 0.3 0.5
N -0.4 -0.6 0.3
C -0.2 0.1 -0.2
C -0.3 0.2 -0.2
O 0.3 0.1 0.1
H -0.5 0.1 -0.2
H -0.2 0.1 0.1
H -0.2 -0.4 -0.1
H -0.5 0.0 -0.2
H 0.4 0.2 0.3
H 0.4 0.0 -0.3
H 0.0 -0.1 0.0
C -0.8 0.6 -0.3
N 1.3 0.0 0.0
C -1.1 0.2 -0.1
C -0.4 0.4 0.7
O 0.0 -0.4 -0.4
H 0.3 0.2 0.2
H 0.0 -0.3 0.0
H 0.0 -0.2 0.1
H 0.1 0.1 0.1
H 0.3 -0.1 -0.1
H 0.1 -0.2 0.0
H 0.0 -0.2 -0.2
C -0.7 -1.0 -1.2
N -0.1 0.7 -0.2
C -0.6 0.1 0.2
C 0.2 0.6 0.0
O 0.1 -0.4 -0.1
H 0.3 0.0 0.3
H 0.4 0.3 0.7
H 0.0 0.1 0.2
H 0.2 0.0 0.2
H 0.1 -0.1 0.0
H 0.2 0.1 -0.1
H 0.0 -0.3 0.2
C 0.9 -1.0 0.1
N 0.0 1.3 -0.5
C -0.4 0.5 0.3
C -0.2 -0.8 0.1
O 0.0 0.5 0.1
H 0.0 0.2 0.0
H -0.5 0.0 -0.3
H -0.1 -0.1 0.2
H 0.0 0.0 -0.1
H 0.0 0.0 0.2
H 0.2 -0.6 0.1
H 0.1 -0.2 -0.4
C 0.0 0.2 -0.1
N 1.0 0.2 -0.3
C -0.7 -0.6 0.7
C -1.0 0.1 -0.1
O 0.4 0.0 0.2
H -0.3 0.0 0.0
H 0.0 0.1 0.1
H 0.2 0.0 0.0
H 0.1 -0.3 0.1
H 0.4 -0.1 -0.4
H 0.0 0.6 -0.3
H 0.0 0.0 0.1
C -0.1 -0.9 0.4
N -0.2 1.4 0.2
C -0.2 -0.9 0.1
C 0.3 -0.3 -0.1
O 0.1 0.1 -0.2
H -0.1 -0.1 -0.1
H 0.1 0.1 -0.4
H -0.1 0.1 0.1
H 0.0 0.2 -0.1
H 0.1 0.0 -0.1
H 0.2 0.1 0.0
H -0.1 0.0 0.1
C 0.5 -0.1 0.2
C 0.0 0.3 0.4
C 0.5 0.3 -0.6
O 0.1 0.3 0.2
C -0.5 -0.4 0.0
H -0.1 -0.1 -0.2
H 0.0 0.2 0.0
H -0.1 -0.1 -0.2
H -0.1 -0.2 0.1
H -0.3 0.0 0.4
H -0.2 -0.2 -0.2
H 0.0 0.1 -0.2
H 0.1 0.0 0.0

Results of the Löwdin charge analysis, in e, for atoms 1 through 5: C -0.06; N -0.19; C -0.06; C -0.35; O 0.01

2.
Formula: C31H72AsF9N8O9PbSTl
Source: the OMol25 dataset
Level of theory: ωB97M-V/def2-TZVPD

Output
Max |F|   4.16 eV Å⁻¹
Total energy   -6236.8217 hartree
Net charge   +3
M   1390.518 g/mol
Kohn-Sham gap   1.6359 eV
ΔE to the lowest compared entry with this formula, charge and spin   1.9958 eV
Lowest unoccupied orbital energy   -13.3 eV

Cartesian coordinates (Å):
Pb  1.06513  -4.67804  1.53470
Tl  -1.33158  0.43618  5.74967
As  -0.00483  -0.65032  1.38005
F  0.25048  -0.77925  -0.36005
F  1.47343  0.37604  1.62759
F  -0.46010  -0.41443  3.13714
F  -1.47636  -1.68574  1.22151
F  0.95038  -2.07873  1.70342
F  -1.01747  0.80359  1.03250
C  -2.29085  -4.84422  4.95740
F  -3.02637  -4.73934  3.85105
F  -3.00128  -4.53030  6.06566
F  -1.88697  -6.15509  5.11836
S  -0.72629  -3.65048  4.76193
O  0.29724  -4.07036  5.69243
O  -0.30299  -3.84498  3.37302
O  -1.20271  -2.30827  5.05427
C  2.18325  0.60812  -2.86036
C  3.50671  0.38318  -3.68891
N  3.61449  -0.96791  -4.27283
C  2.51997  -1.17345  -5.23367
C  2.56676  -2.52089  -5.98165
C  4.89595  -1.31058  -4.85191
C  6.10404  -1.21653  -3.92951
H  2.27434  1.52303  -2.27492
H  1.96658  -0.24739  -2.22062
H  1.27115  0.65502  -3.45531
H  3.59941  1.17902  -4.42792
H  4.36174  0.55761  -3.03578
H  1.55805  -1.12760  -4.72306
H  2.53306  -0.35576  -5.95431
H  1.63523  -2.69495  -6.52021
H  3.37155  -2.60223  -6.71227
H  2.62594  -3.36774  -5.29794
H  5.13603  -0.75094  -5.75594
H  5.00593  -2.32703  -5.22985
H  7.03546  -1.53576  -4.39710
H  6.00615  -1.76706  -2.99387
H  6.23158  -0.17761  -3.62538
C  -3.52087  4.24406  -4.49960
C  -3.27285  3.53300  -3.15765
N  -2.12562  2.59099  -3.27688
C  -1.89187  1.78927  -2.06531
C  -3.12753  0.86792  -1.72454
C  -0.89150  3.15152  -3.81376
C  -0.30922  4.26975  -2.90921
H  -3.47350  3.60253  -5.37953
H  -2.84703  5.09242  -4.61929
H  -4.50047  4.71783  -4.43620
H  -3.14596  4.36793  -2.46851
H  -4.21138  3.04662  -2.89175
H  -1.05194  1.09459  -2.06924
H  -1.66139  2.41364  -1.20209
H  -2.99475  0.27551  -0.81926
H  -4.05189  1.41026  -1.52572
H  -3.37334  0.15376  -2.51044
H  -1.06392  3.48988  -4.83546
H  -0.19517  2.32396  -3.94930
H  0.63547  4.60753  -3.33531
H  -0.22648  3.91267  -1.88270
H  -0.99849  5.11352  -2.94184
C  0.24076  4.62092  3.84833
C  0.56323  3.20232  3.42790
O  0.37600  2.24152  4.15714
N  1.03209  3.01976  2.20693
C  1.48810  4.01321  1.23001
H  -0.71678  5.01515  3.50803
H  0.96572  5.37687  3.54650
H  0.18974  4.65718  4.93652
H  1.21915  2.04607  2.01447
H  1.96023  3.62876  0.32591
H  2.10548  4.80177  1.66029
H  0.59230  4.51057  0.85817
C  -4.36888  -0.07988  1.81823
C  -4.29150  -0.90114  3.05438
O  -3.35087  -0.76378  3.84921
N  -5.32933  -1.66719  3.34745
C  -5.29781  -2.60973  4.44816
H  -3.41195  0.33966  1.50780
H  -5.01860  0.73507  2.13731
H  -4.77827  -0.66603  0.99548
H  -6.13082  -1.65736  2.73295
H  -6.26424  -2.54160  4.94761
H  -4.45787  -2.72820  5.13268
H  -5.38199  -3.61025  4.02392
C  2.80966  -2.05155  5.06297
C  2.63496  -0.54235  5.14638
O  1.53060  -0.02291  5.15899
N  3.74840  0.14883  5.18824
C  3.80434  1.59152  5.17837
H  3.83327  -2.42608  5.05344
H  2.28649  -2.36938  4.16111
H  2.27612  -2.38592  5.95272
H  4.62061  -0.35494  5.26292
H  3.88710  1.91897  4.14202
H  4.61365  2.04806  5.74819
H  2.88910  1.99168  5.61461
C  3.14995  -4.30849  -2.44193
C  3.25750  -3.48783  -1.19519
O  2.79672  -3.82754  -0.11591
N  3.72906  -2.26990  -1.37038
C  3.97132  -1.35762  -0.29579
H  2.22679  -4.31503  -3.02145
H  3.41452  -5.32391  -2.14696
H  3.84964  -3.98641  -3.21317
H  3.73095  -1.89746  -2.30920
H  4.79066  -1.75609  0.30255
H  3.03850  -1.21567  0.24990
H  4.16233  -0.34293  -0.64509
C  -1.16632  -4.98644  -2.66371
C  -0.57526  -3.92765  -1.72055
O  -0.16342  -4.27366  -0.57867
N  -0.59301  -2.64692  -2.08930
C  -0.91997  -2.22505  -3.43942
H  -0.48727  -5.41805  -3.39904
H  -2.04347  -4.58199  -3.16882
H  -1.54303  -5.85378  -2.12158
H  -0.43499  -1.94252  -1.38294
H  -1.95302  -2.34300  -3.76653
H  -0.42615  -2.93574  -4.10211
H  -0.50253  -1.23210  -3.60641
C  -4.59860  3.62317  3.12292
C  -3.19848  3.03786  2.91782
O  -2.70176  2.27350  3.76094
N  -2.41270  3.35882  1.84929
C  -2.85174  4.19249  0.70104
H  -4.92283  3.63580  4.16350
H  -5.31877  2.97789  2.61987
H  -4.81408  4.58940  2.66678
H  -1.51100  2.90949  1.77766
H  -2.01102  4.52630  0.09288
H  -3.32389  5.12552  1.00865
H  -3.52536  3.65795  0.03126

Force components x, y, z for each atom (eV/Å):
Pb -0.5 0.9 -0.8
Tl 0.1 -0.2 -0.5
As -3.0 1.3 2.6
F 0.5 0.3 1.0
F -1.4 -1.5 -0.7
F 1.1 -0.5 -2.7
F 1.7 1.0 -0.2
F 0.2 0.2 -0.3
F 1.1 -0.9 0.0
C 1.5 -0.7 1.0
F 0.0 -0.1 0.5
F 0.6 0.0 -1.4
F -0.4 2.0 -0.6
S 0.2 0.4 2.7
O -0.7 -0.6 -0.5
O -0.1 -0.6 -1.7
O -0.6 -0.8 -0.5
C 0.6 -0.6 -0.6
C -0.5 -0.2 0.8
N -0.8 0.2 -0.1
C 0.0 -1.0 -0.3
C -0.2 0.1 0.1
C 1.9 -0.7 -0.1
C -0.1 1.1 0.8
H 0.0 -0.1 0.1
H 0.4 0.0 0.4
H 0.2 0.4 -0.4
H -0.1 0.0 -0.5
H -0.1 -0.2 0.2
H 0.1 0.1 0.2
H 0.0 0.2 -0.3
H -0.1 0.3 -0.1
H 0.0 0.1 0.1
H 0.3 0.1 0.2
H -0.2 0.7 -0.2
H -1.2 -0.3 0.2
H -0.3 0.0 -0.2
H -0.2 -0.3 -0.1
H 0.4 0.1 0.0
C -0.1 0.6 0.3
C -0.2 -0.4 -2.2
N 0.4 1.1 2.5
C -2.0 -1.9 0.0
C -0.1 0.5 0.2
C -0.2 -0.6 -0.6
C -0.5 0.0 -0.6
H -0.1 -0.1 0.2
H 0.2 -0.2 -0.2
H -0.1 -0.2 -0.2
H 0.6 -0.2 0.8
H 0.5 -0.5 0.2
H 0.4 0.3 -0.9
H -0.3 0.5 0.2
H 0.6 0.1 0.0
H 0.1 0.3 -0.1
H 0.3 0.2 -0.3
H -0.2 0.4 0.1
H 0.1 0.0 0.4
H 0.1 -0.1 0.2
H 0.3 0.1 -0.1
H 0.1 0.1 0.1
C 0.1 0.5 0.9
C -0.7 1.8 0.7
O -0.2 -0.5 0.6
N 1.3 -0.4 -2.0
C -1.1 0.6 0.3
H -0.2 -0.5 -0.3
H 0.3 -0.3 -0.1
H 0.0 -0.1 0.0
H 0.1 -0.2 -0.2
H 0.2 -0.6 0.6
H 0.2 -0.2 0.1
H -0.1 0.4 -0.1
C -0.1 0.2 -0.4
C 1.4 0.9 1.0
O -0.1 -0.2 -0.4
N 0.4 -0.4 0.6
C -1.7 -1.5 -0.2
H 0.0 -0.2 0.4
H -0.2 0.2 -0.5
H -0.3 0.2 0.0
H 0.1 -0.3 0.0
H 0.2 0.3 0.5
H 0.1 1.2 -0.4
H 0.1 -0.2 -0.3
C -0.7 0.4 0.3
C 0.3 -1.0 -0.3
O -0.9 0.1 0.0
N 1.9 0.8 0.6
C -0.5 0.7 -0.1
H 0.0 0.3 0.1
H -0.1 -0.2 0.2
H 0.0 -0.6 -0.2
H -0.2 0.0 -0.1
H 0.0 0.3 0.0
H 0.2 -0.6 0.0
H -0.1 -0.1 -0.2
C 0.8 -0.8 -0.6
C -1.4 1.2 -1.9
O -0.4 -1.4 2.3
N 0.5 0.7 -0.7
C -0.7 0.5 0.5
H -0.6 0.1 0.8
H -0.2 -0.1 -0.3
H 0.4 0.1 0.3
H 0.4 -0.2 -0.5
H -0.2 0.4 0.3
H 0.2 -0.3 0.6
H 0.5 -0.3 -0.4
C -0.3 0.2 0.3
C -0.2 -0.9 0.6
O 0.0 0.1 0.0
N -0.6 -0.6 -0.2
C 0.6 -0.9 -0.6
H 0.3 0.4 -0.1
H 0.2 0.1 -0.2
H 0.3 0.2 0.5
H 0.2 -0.2 0.0
H -0.3 0.6 0.6
H 0.4 0.3 -0.3
H -0.3 -0.1 -0.1
C -0.2 -0.2 -0.7
C 0.8 -0.3 1.3
O -0.8 0.4 -0.5
N -1.2 1.4 -1.2
C 0.4 -0.2 0.5
H 0.6 0.0 0.0
H 0.0 -0.3 -0.1
H 0.5 0.1 0.1
H -0.1 -0.3 0.2
H 0.3 -0.3 0.2
H -0.2 -0.2 0.3
H -0.2 -0.2 0.0

Results of the Löwdin charge analysis, in e, for atoms 1 through 5: Pb 1.80; Tl 1.14; As 0.97; F -0.25; F -0.25